{"formula": "C5H7F", "method": "the ωB97M-V functional and the def2-TZVPD basis", "species": ["F", "C", "C", "C", "C", "C", "H", "H", "H", "H", "H", "H", "H"], "xyz": [[-2.37, 0.05, -0.22], [-1.10, 0.05, 0.31], [-0.22, -1.20, -0.09], [1.16, -0.69, -0.01], [1.19, 0.65, -0.07], [-0.13, 1.28, -0.03], [-1.19, -0.09, 1.42], [-0.51, -2.03, 0.50], [-0.46, -1.61, -1.06], [1.96, -1.37, 0.00], [2.09, 1.17, -0.24], [-0.26, 2.16, 0.58], [-0.15, 1.65, -1.09]], "lowdin_charge": [-0.01, -0.27, -0.15, -0.09, -0.13, -0.12, 0.15, 0.09, 0.11, 0.09, 0.09, 0.10, 0.13], "smiles": "FC1CC=CC1", "energy_ev": -8014.817, "relative_energy_kcal_mol": 9.1, "homo_energy_ha": -0.3369, "lumo_ev": 1.1550, "charge": 0, "gap_ev": 10.32}

---

{"formula": "C5H7F", "method": "the ωB97M-V functional and the def2-TZVPD basis", "species": ["C", "C", "C", "C", "C", "H", "H", "H", "H", "H", "H", "H", "F"], "xyz": [[-2.26, -0.83, -0.15], [-1.33, 0.42, 0.10], [0.02, 0.51, 0.14], [0.85, -0.65, 0.13], [2.25, -0.85, -0.08], [-2.20, -1.18, 1.16], [-3.28, -0.17, -0.69], [-1.77, -1.77, -0.72], [-1.97, 1.37, 0.27], [0.51, -1.81, 0.38], [2.47, -2.17, -0.16], [2.93, -0.01, -0.21], [0.68, 1.57, -0.10]], "lowdin_charge": [-0.14, -0.16, -0.46, -0.16, -0.01, 0.15, 0.14, 0.08, 0.12, 0.14, 0.14, 0.03, 0.12], "energy_ev": -8010.215, "relative_energy_kcal_mol": 115.2, "homo_energy_ha": -0.3056, "lumo_ev": 0.4213, "charge": 0, "gap_ev": 8.74}

---

{"formula": "C5H7F3N2", "method": "the ωB97M-V functional and the def2-TZVPD basis", "species": ["C", "C", "C", "C", "C", "N", "N", "F", "F", "F", "H", "H", "H", "H", "H", "H", "H"], "xyz": [[1.38, 0.37, -1.26], [1.01, 1.77, -0.60], [1.26, -0.53, -0.10], [0.33, 1.36, 0.45], [-2.57, -1.26, 0.39], [0.33, 0.96, 1.73], [0.27, 0.02, 0.73], [-2.38, -2.07, -0.63], [-3.05, -1.86, 1.45], [-3.58, -0.51, -0.08], [0.66, 0.19, -2.07], [2.21, 0.47, -2.03], [1.29, 2.70, -0.88], [-1.67, -0.76, 0.66], [1.04, -1.56, -0.37], [2.22, -0.48, 0.48], [1.25, 1.19, 2.15]], "lowdin_spin": [0.10, 0.71, 0.03, 0.69, 0.00, 0.22, 0.13, 0.00, 0.00, 0.00, 0.03, 0.01, 0.05, 0.00, 0.00, 0.01, 0.02], "energy_ev": -16422.578, "homo_energy_ha": [-0.2108, -0.3444], "lumo_ev": [0.8836, -1.8253], "spin_multiplicity": 3, "charge": 0, "gap_ev": [6.62, 7.55]}

---

{"formula": "C5H7F3N4", "method": "the ωB97M-V functional and the def2-TZVPD basis", "species": ["H", "N", "C", "C", "C", "F", "F", "F", "H", "H", "H", "C", "C", "N", "N", "N", "H", "H", "H"], "xyz": [[-0.15, 0.44, 1.69], [-0.38, -0.51, 1.53], [-1.19, -0.76, 0.59], [-1.60, -2.19, 0.16], [-1.76, 0.31, -0.27], [-3.08, 0.45, -0.16], [-1.24, 1.49, 0.05], [-1.52, 0.08, -1.57], [-2.70, -2.66, 0.09], [-1.02, -2.25, -0.80], [-1.16, -2.85, 0.81], [2.02, 1.98, 0.06], [1.64, 1.39, -1.11], [1.69, 0.10, -0.96], [2.11, -0.08, 0.30], [2.38, 1.06, 0.95], [2.43, 3.04, 0.01], [1.40, 1.90, -2.06], [2.13, -0.94, 0.70]], "lowdin_charge": [0.05, 0.19, -0.30, -0.01, -0.65, 0.16, 0.14, 0.14, 0.14, 0.10, 0.02, -0.20, -0.20, 0.07, -0.07, 0.07, 0.13, 0.12, 0.11], "smiles": "[H]/N=C(/C)C(F)(F)F.c1cn[nH]n1", "energy_ev": -19409.507, "relative_energy_kcal_mol": 32.7, "homo_energy_ha": -0.3792, "lumo_ev": 0.9169, "charge": 0, "gap_ev": 11.23}

---

{"formula": "C5H7FN2", "method": "the ωB97M-V functional and the def2-TZVPD basis", "species": ["F", "C", "C", "N", "C", "N", "C", "C", "H", "H", "H", "H", "H", "H", "H"], "xyz": [[-0.73, -1.14, -1.12], [-0.63, -0.83, 0.22], [-1.63, 0.22, 0.37], [-1.17, 1.32, -0.40], [0.15, 1.53, -0.48], [1.28, 0.85, 0.18], [1.65, -0.41, -0.38], [0.65, -0.49, 0.61], [-1.02, -1.71, 0.90], [-2.55, -0.12, 0.11], [-1.74, 0.62, 1.31], [0.64, 2.25, -1.18], [1.38, -0.63, -1.42], [2.66, -0.62, -0.34], [1.06, -0.83, 1.61]], "lowdin_charge": [0.02, -0.37, -0.19, 0.08, -0.13, 0.04, -0.14, -0.23, 0.19, 0.09, 0.12, 0.13, 0.13, 0.09, 0.17], "smiles": "F[C@@H]1CN=CN2C[C@H]12", "energy_ev": -10992.694, "relative_energy_kcal_mol": 83.3, "homo_energy_ha": -0.3495, "lumo_ev": 0.9229, "charge": 0, "gap_ev": 10.43}

---

{"formula": "C5H7FN2O2", "method": "the ωB97M-V functional and the def2-TZVPD basis", "species": ["C", "C", "C", "C", "C", "N", "N", "O", "O", "F", "H", "H", "H", "H", "H", "H", "H"], "xyz": [[-0.66, -1.78, -0.31], [-1.90, -1.44, -0.81], [1.91, -0.31, -0.47], [0.08, -0.62, 0.17], [-1.03, 1.67, 0.47], [-0.87, 0.44, -0.26], [2.59, 0.44, 0.40], [2.18, -0.76, -1.54], [-2.06, -0.11, -0.72], [0.55, -0.55, 1.55], [-0.43, -2.75, 0.00], [-2.73, -1.96, -1.21], [-0.25, 2.44, 0.09], [-1.88, 2.06, 0.13], [-1.09, 1.49, 1.56], [2.19, 1.05, 1.07], [3.38, 0.66, -0.12]], "lowdin_charge": [0.00, -0.06, -0.39, -0.23, -0.03, -0.11, 0.17, 0.08, -0.02, -0.07, 0.09, 0.12, 0.13, 0.04, 0.10, 0.09, 0.09], "energy_ev": -15087.008, "relative_energy_kcal_mol": 77.7, "homo_energy_ha": -0.2931, "lumo_ev": 0.7760, "charge": 0, "gap_ev": 8.75}

---

{"formula": "C5H7FO4", "method": "the ωB97M-V functional and the def2-TZVPD basis", "species": ["C", "C", "C", "C", "C", "O", "O", "O", "O", "F", "H", "H", "H", "H", "H", "H", "H"], "xyz": [[1.08, -0.75, 0.31], [-0.26, 1.55, 0.00], [0.73, 0.13, 1.52], [0.08, -0.44, -0.78], [0.02, 0.94, -1.40], [0.70, 1.45, 0.89], [-0.42, -0.16, 2.14], [-0.87, -1.37, -0.88], [-0.94, 0.99, -2.40], [1.29, 1.21, -1.88], [2.11, -0.45, 0.20], [0.92, -1.85, 0.38], [-1.41, 1.67, 0.24], [1.59, 0.11, 2.22], [-1.07, 0.07, 1.42], [-1.34, -1.27, -1.71], [-0.75, 1.75, -2.97]], "lowdin_charge": [-0.02, -0.09, -0.39, -0.19, -0.51, -0.04, 0.05, 0.09, 0.08, 0.06, 0.12, 0.15, 0.17, 0.17, 0.11, 0.12, 0.13], "energy_ev": -16202.281, "relative_energy_kcal_mol": 5.6, "homo_energy_ha": -0.2813, "lumo_ev": 0.5367, "charge": 0, "gap_ev": 8.19}

---

{"formula": "C5H7FS", "method": "the ωB97M-V functional and the def2-TZVPD basis", "species": ["F", "C", "C", "C", "S", "C", "C", "H", "H", "H", "H", "H", "H", "H"], "xyz": [[-0.81, -1.96, -1.51], [0.05, -1.39, -0.55], [-0.73, -0.93, 0.69], [0.16, 0.23, 1.21], [-0.20, 1.90, 0.65], [1.06, 0.67, 0.13], [0.77, -0.17, -1.10], [0.87, -2.19, -0.33], [-0.80, -1.72, 1.41], [-1.73, -0.57, 0.46], [0.47, 0.18, 2.26], [2.08, 1.02, 0.38], [0.08, 0.36, -1.83], [1.68, -0.37, -1.59]], "lowdin_charge": [-0.04, -0.32, -0.12, -0.56, 0.84, -0.51, -0.15, 0.18, 0.10, 0.12, 0.11, 0.11, 0.14, 0.10], "smiles": "F[C@@H]1C[C@@H]2S[C@@H]2C1", "energy_ev": -18850.510, "relative_energy_kcal_mol": 3.0, "homo_energy_ha": -0.3263, "lumo_ev": 0.9244, "charge": 0, "gap_ev": 9.80}

---

{"formula": "C5H7FSi", "method": "the ωB97M-V functional and the def2-TZVPD basis", "species": ["C", "C", "C", "C", "C", "F", "Si", "H", "H", "H", "H", "H", "H", "H"], "xyz": [[2.27, 2.71, 0.40], [1.65, 2.10, 1.22], [-3.16, -1.74, -1.11], [-3.16, -1.56, 0.07], [0.27, -0.46, -0.32], [3.03, -0.60, 0.07], [1.91, -1.60, -0.55], [2.75, 3.58, 0.03], [-3.42, -1.96, -2.14], [1.45, 1.41, 2.02], [-3.33, -1.17, 1.04], [-0.41, -0.43, -1.23], [-0.32, -0.90, 0.56], [0.47, 0.62, -0.06]], "lowdin_charge": [0.01, -0.03, -0.01, -0.02, -0.35, -0.37, 0.70, 0.02, 0.03, 0.04, 0.02, 0.00, 0.01, -0.04], "energy_ev": -15888.593, "relative_energy_kcal_mol": 102.1, "homo_energy_ha": -0.3149, "lumo_ev": -0.1262, "charge": 0, "gap_ev": 8.44}

---

| no. | largest force on an atom (eV/Å) |
| --- | --- |
| 1 | 2.41 |
| 2 | 7.44 |
| 3 | 9.18 |
| 4 | 4.06 |
| 5 | 6.45 |
| 6 | 6.36 |
| 7 | 4.90 |
| 8 | 2.17 |
| 9 | 1.64 |